(1)
ORCA calculation (the ωB97M-V functional and the def2-TZVPD basis) on a structure of composition C32H18Cl2N6OOsSe.

LUMO (alpha / beta) ... -7.40 / -7.40 eV
Net charge ... +2

Each line ends with the Mulliken charge.
Geometry (Å):
1 Os -0.014 0.285 -0.439  1.662
2 C 0.250 1.800 3.607  -1.293
3 C 0.453 3.168 3.438  -0.486
4 C 0.394 3.698 2.168  -1.164
5 C 0.195 2.860 1.075  0.532
6 N 0.123 1.517 1.239  0.178
7 C 0.077 1.020 2.491  -0.109
8 C -0.068 3.271 -0.294  1.423
9 C -0.264 4.573 -0.734  -0.646
10 C -0.646 4.786 -2.051  -0.834
11 C -0.816 3.710 -2.915  -0.851
12 C -0.572 2.410 -2.488  -0.467
13 C -0.218 2.182 -1.159  -0.420
14 H 0.210 1.346 4.587  0.490
15 H 0.612 3.811 4.294  0.467
16 H 0.478 4.763 2.005  0.496
17 H -0.163 -0.029 2.584  0.819
18 H -0.144 5.416 -0.066  0.425
19 H -0.811 5.794 -2.406  0.429
20 H -1.110 3.887 -3.942  0.471
21 H -0.634 1.595 -3.196  0.540
22 Cl 2.452 0.194 -4.789  -0.171
23 C 3.092 -0.161 -3.242  0.471
24 C 4.450 -0.519 -3.096  -0.503
25 C 4.972 -0.832 -1.871  0.590
26 Cl 6.628 -1.275 -1.727  -0.201
27 C 4.155 -0.804 -0.709  -0.589
28 C 4.555 -1.153 0.594  -0.672
29 C 3.622 -1.147 1.599  -1.282
30 C 2.305 -0.758 1.333  0.270
31 N 1.906 -0.347 0.140  0.263
32 C 2.819 -0.410 -0.887  0.325
33 C 2.279 -0.111 -2.137  0.203
34 O 0.985 0.214 -2.136  -0.746
35 H 5.078 -0.547 -3.976  0.488
36 H 5.579 -1.448 0.783  0.480
37 H 3.877 -1.446 2.605  0.466
38 H 1.574 -0.809 2.120  0.510
39 Se -5.478 -4.972 1.199  0.371
40 N -5.388 -3.209 1.343  -0.833
41 C -4.195 -2.855 0.942  0.740
42 C -3.736 -1.471 0.904  0.471
43 C -4.544 -0.389 1.260  -0.425
44 C -4.039 0.891 1.159  -1.027
45 C -2.734 1.070 0.724  0.116
46 N -1.946 0.040 0.402  0.064
47 C -2.440 -1.222 0.472  -0.276
48 C -1.562 -2.296 0.043  -0.326
49 N -0.335 -1.931 -0.381  -0.051
50 C 0.486 -2.860 -0.857  -0.033
51 C 0.136 -4.207 -0.906  -0.998
52 C -1.105 -4.593 -0.448  -0.451
53 C -1.984 -3.619 0.034  0.442
54 C -3.331 -3.917 0.511  0.711
55 N -3.831 -5.124 0.565  -0.828
56 H -5.556 -0.575 1.596  0.584
57 H -4.638 1.756 1.405  0.496
58 H -2.309 2.057 0.608  0.311
59 H 1.449 -2.522 -1.216  0.306
60 H 0.839 -4.926 -1.301  0.493
61 H -1.420 -5.628 -0.463  0.580

=====

(2)
ORCA calculation (the ωB97M-V functional and the def2-TZVPD basis) on a cluster of 4 separate species, C25H51N3O5 in total at a distorted geometry.

LUMO ... 0.46 eV

Each line ends with the Mulliken charge.
Geometry (Å):
1 N 2.230 2.936 5.168  -0.554
2 C 1.676 3.344 4.261  -0.144
3 C 0.955 3.862 3.083  0.330
4 C 1.504 3.297 1.725  0.480
5 C 2.772 2.431 1.764  -1.405
6 C 2.602 0.969 2.227  -0.581
7 C 1.309 0.285 1.788  0.115
8 N 1.168 0.277 0.318  -0.440
9 C -0.567 3.543 3.185  1.215
10 C -1.098 3.796 4.541  -0.255
11 N -1.546 4.032 5.563  -0.566
12 C -1.361 4.373 2.134  -1.244
13 C -2.220 3.537 1.165  -0.326
14 C -2.892 2.281 1.756  -0.111
15 C -4.304 2.031 1.210  -0.863
16 O -5.326 2.460 2.126  -0.360
17 C -5.580 1.561 3.114  0.141
18 O -5.412 1.779 4.263  -0.429
19 H 1.078 4.952 3.087  0.485
20 H 0.685 2.763 1.228  -0.680
21 H 1.720 4.163 1.087  0.315
22 H 3.189 2.424 0.749  0.508
23 H 3.525 2.920 2.399  0.408
24 H 3.430 0.392 1.790  0.420
25 H 2.698 0.902 3.315  0.362
26 H 1.340 -0.762 2.119  0.168
27 H 0.428 0.723 2.287  -0.222
28 H 0.652 -0.554 0.038  0.267
29 H 0.591 1.056 0.009  0.017
30 H -0.663 2.473 2.969  -0.281
31 H -0.628 4.928 1.532  0.333
32 H -1.968 5.126 2.645  0.510
33 H -1.629 3.275 0.277  -0.058
34 H -3.016 4.197 0.789  0.657
35 H -2.939 2.325 2.853  0.367
36 H -2.289 1.395 1.511  0.127
37 H -4.449 0.965 0.979  0.401
38 H -4.476 2.588 0.283  0.372
39 H -6.029 0.618 2.748  0.384
40 C -1.153 3.149 -4.323  -1.162
41 C -0.473 3.282 -2.972  -0.359
42 O -0.903 2.332 -2.010  -0.287
43 C -0.693 0.968 -2.353  -0.387
44 C 0.755 0.597 -2.619  -1.063
45 H -2.237 3.218 -4.215  0.313
46 H -0.819 3.949 -4.984  0.395
47 H -0.919 2.200 -4.807  0.254
48 H -0.716 4.251 -2.532  0.362
49 H 0.616 3.248 -3.086  0.344
50 H -1.316 0.690 -3.210  0.380
51 H -1.072 0.406 -1.497  0.333
52 H 1.156 1.118 -3.490  0.381
53 H 0.821 -0.475 -2.813  0.240
54 H 1.389 0.832 -1.763  0.363
55 C 0.850 -5.762 2.285  -1.128
56 C 1.431 -4.775 1.288  -0.234
57 O 1.836 -3.543 1.861  -0.331
58 C 2.842 -3.617 2.858  -0.236
59 C 4.150 -4.220 2.377  -1.172
60 H 0.004 -5.321 2.813  0.305
61 H 0.506 -6.655 1.762  0.388
62 H 1.585 -6.078 3.027  0.291
63 H 0.671 -4.502 0.554  0.227
64 H 2.258 -5.233 0.734  0.303
65 H 2.473 -4.154 3.739  0.290
66 H 3.005 -2.583 3.164  0.311
67 H 4.039 -5.264 2.081  0.276
68 H 4.889 -4.182 3.179  0.406
69 H 4.536 -3.664 1.522  0.307
70 C 1.517 -3.963 -4.720  -1.127
71 C 0.385 -4.067 -3.713  -0.187
72 O -0.448 -2.921 -3.658  -0.317
73 C -1.118 -2.577 -4.859  -0.162
74 C -2.053 -3.654 -5.382  -1.258
75 H 2.132 -3.086 -4.515  0.268
76 H 2.148 -4.851 -4.658  0.406
77 H 1.151 -3.890 -5.745  0.292
78 H 0.795 -4.159 -2.707  0.199
79 H -0.210 -4.969 -3.898  0.349
80 H -0.399 -2.286 -5.633  0.373
81 H -1.693 -1.683 -4.608  0.181
82 H -1.516 -4.560 -5.666  0.299
83 H -2.576 -3.290 -6.266  0.406
84 H -2.792 -3.920 -4.625  0.309

=====

(3)
ORCA calculation (the ωB97M-V functional and the def2-TZVPD basis) on an isolated molecule of C6H8N2 at a distorted geometry.

LUMO ... 0.89 eV

Each line ends with the Mulliken charge.
Geometry (Å):
1 C 2.757 -0.939 -0.428  0.058
2 C 2.126 -0.007 -0.017  -0.394
3 C 1.293 0.967 0.545  -0.448
4 N 0.509 1.761 -0.358  -0.615
5 C -0.786 1.465 -0.419  0.086
6 N -1.286 0.376 0.191  -0.208
7 C -2.165 -0.637 -0.254  -0.438
8 C -0.752 -0.957 0.284  -0.613
9 H 3.421 -1.625 -1.052  0.362
10 H 1.967 1.669 1.192  0.283
11 H 0.561 0.519 1.351  0.333
12 H -1.496 2.009 -0.984  0.434
13 H -2.281 -0.994 -1.409  0.273
14 H -2.992 -0.904 0.438  0.266
15 H -0.848 -1.363 1.363  0.283
16 H -0.030 -1.340 -0.441  0.338

=====

(4)
ORCA calculation (the ωB97M-V functional and the def2-TZVPD basis) on a cluster of 13 separate species, C36H107N9O13 in total at a distorted geometry.

Expectation value of S² ... 0.75
Spin multiplicity ... 2
LUMO (alpha / beta) ... 1.92 / 1.91 eV
Net charge ... -1

Each line ends with the Mulliken charge.
Geometry (Å):
1 C -2.233 31.597 -11.776  -1.313
2 C -2.476 33.027 -11.293  0.796
3 C -3.612 33.055 -10.271  -0.900
4 O -4.806 32.585 -10.934  0.599
5 C -5.942 32.853 -10.166  -1.231
6 N -1.232 33.450 -10.597  -0.809
7 H -3.087 31.063 -12.191  -0.151
8 H -1.874 30.980 -10.952  0.457
9 H -1.540 31.543 -12.616  0.434
10 H -2.630 33.761 -12.084  0.143
11 H -3.746 34.099 -9.989  0.298
12 H -3.386 32.409 -9.423  0.296
13 H -6.814 32.715 -10.806  0.247
14 H -6.005 33.929 -10.004  0.627
15 H -6.173 32.274 -9.272  -0.024
16 H -0.570 33.433 -11.360  0.286
17 H -0.867 32.702 -10.025  0.322
18 C -2.396 26.313 -10.266  -0.814
19 C -2.432 24.815 -9.985  1.586
20 C -1.052 24.134 -10.454  -1.143
21 O -0.891 24.398 -11.909  -0.315
22 C 0.238 23.729 -12.470  -0.941
23 N -2.576 24.745 -8.504  -0.741
24 H -1.451 26.801 -10.030  0.212
25 H -3.211 26.852 -9.784  0.047
26 H -2.311 26.440 -11.345  0.097
27 H -3.292 24.363 -10.479  -0.609
28 H -1.141 23.070 -10.237  0.385
29 H -0.217 24.594 -9.925  0.392
30 H 1.094 23.964 -11.838  0.336
31 H 0.445 24.059 -13.488  0.244
32 H 0.043 22.666 -12.326  0.341
33 H -3.192 23.997 -8.219  0.326
34 H -3.083 25.566 -8.206  0.245
35 C -6.546 23.582 -10.205  -0.432
36 C -7.059 22.756 -11.322  0.421
37 C -7.138 23.419 -12.721  -1.334
38 O -7.584 24.782 -12.621  0.637
39 C -7.556 25.325 -13.917  -1.240
40 N -6.372 21.459 -11.339  -0.672
41 H -7.029 24.533 -9.977  0.168
42 H -5.462 23.688 -10.237  -0.422
43 H -6.666 23.022 -9.278  0.367
44 H -8.070 22.621 -10.937  0.241
45 H -7.746 22.777 -13.358  0.208
46 H -6.113 23.494 -13.082  0.211
47 H -7.981 26.323 -14.017  0.170
48 H -7.947 24.671 -14.696  0.586
49 H -6.508 25.426 -14.198  -0.209
50 H -5.369 21.561 -11.403  0.281
51 H -6.547 21.067 -12.253  0.340
52 C -9.969 31.879 -9.357  -0.931
53 C -9.816 32.167 -7.839  1.105
54 C -9.462 33.689 -7.714  -1.154
55 O -8.190 33.851 -8.333  0.128
56 C -7.847 35.231 -8.299  -1.087
57 N -11.118 31.892 -7.278  -0.876
58 H -10.155 30.818 -9.523  0.461
59 H -9.004 32.029 -9.840  -0.346
60 H -10.639 32.449 -10.000  0.481
61 H -8.998 31.671 -7.316  -0.178
62 H -9.475 34.136 -6.720  0.480
63 H -10.294 34.274 -8.107  0.404
64 H -6.842 35.339 -8.707  0.270
65 H -7.838 35.617 -7.280  0.430
66 H -8.461 35.921 -8.877  0.215
67 H -11.278 30.912 -7.459  0.338
68 H -11.824 32.268 -7.895  0.338
69 C -3.428 24.211 -16.102  -1.688
70 C -2.913 25.044 -14.976  0.658
71 C -3.486 26.456 -14.885  -0.838
72 O -2.984 27.155 -13.783  -0.440
73 C -3.944 27.942 -13.118  -0.354
74 N -3.166 24.303 -13.697  -0.458
75 H -3.034 24.552 -17.059  0.416
76 H -4.516 24.284 -16.105  0.253
77 H -3.007 23.206 -16.068  0.392
78 H -1.839 25.100 -15.152  0.385
79 H -4.569 26.330 -14.907  0.219
80 H -3.151 26.907 -15.820  0.335
81 H -3.482 28.199 -12.165  0.084
82 H -4.762 27.303 -12.785  0.135
83 H -4.340 28.824 -13.622  0.518
84 H -3.994 24.844 -13.493  0.128
85 H -2.427 24.427 -13.020  0.306
86 C -6.624 29.280 -9.156  -0.390
87 C -7.078 27.840 -9.278  0.273
88 C -8.160 27.654 -10.273  0.176
89 O -7.830 28.300 -11.471  0.614
90 C -8.909 28.583 -12.306  -1.162
91 N -5.918 27.099 -9.796  0.471
92 H -6.197 29.691 -10.071  -0.309
93 H -5.772 29.408 -8.488  0.424
94 H -7.492 29.761 -8.705  0.090
95 H -7.303 27.479 -8.274  0.324
96 H -9.059 28.148 -9.903  0.093
97 H -8.285 26.596 -10.502  -1.038
98 H -9.276 29.589 -12.102  0.356
99 H -9.769 27.925 -12.184  0.535
100 H -8.516 28.641 -13.322  0.306
101 H -6.324 26.314 -10.285  -0.555
102 H -5.352 27.637 -10.437  -0.196
103 C -6.223 31.392 -5.956  -0.866
104 C -5.405 32.575 -5.393  0.230
105 C -4.283 32.978 -6.324  -0.267
106 O -3.649 34.149 -5.877  -0.409
107 C -2.444 34.308 -6.608  -0.667
108 N -6.369 33.632 -5.280  -0.823
109 H -5.613 30.505 -6.129  0.389
110 H -6.751 31.609 -6.885  -0.301
111 H -6.993 31.148 -5.225  0.461
112 H -5.015 32.450 -4.383  0.450
113 H -4.656 33.058 -7.345  -0.142
114 H -3.512 32.209 -6.348  0.571
115 H -2.458 34.437 -7.690  0.196
116 H -1.853 33.415 -6.401  0.331
117 H -1.896 35.150 -6.184  0.313
118 H -6.697 33.869 -6.205  0.148
119 H -5.836 34.472 -5.109  0.366
120 C -5.254 34.996 -13.626  -1.329
121 C -4.995 33.946 -14.673  1.456
122 C -6.223 33.135 -14.939  -1.265
123 O -6.711 32.446 -13.830  -0.148
124 C -6.059 31.211 -13.613  -0.684
125 N -4.425 34.528 -15.874  -0.782
126 H -5.469 34.453 -12.705  -0.041
127 H -6.055 35.693 -13.871  0.394
128 H -4.476 35.755 -13.542  0.467
129 H -4.253 33.229 -14.321  -0.307
130 H -6.128 32.468 -15.796  0.386
131 H -7.062 33.776 -15.209  0.546
132 H -6.248 30.993 -12.562  -0.339
133 H -4.989 31.203 -13.821  0.497
134 H -6.460 30.441 -14.271  0.529
135 H -3.820 35.281 -15.581  0.273
136 H -5.154 34.922 -16.452  0.266
137 C -10.947 31.787 -13.277  -1.312
138 C -10.381 30.982 -14.468  1.615
139 C -11.530 30.613 -15.507  -0.909
140 O -12.674 29.990 -14.879  -0.289
141 C -12.527 28.578 -14.477  -0.703
142 N -9.453 31.807 -15.244  -0.694
143 H -11.436 31.170 -12.523  0.228
144 H -11.704 32.431 -13.726  0.518
145 H -10.231 32.452 -12.794  0.388
146 H -9.798 30.125 -14.130  -0.743
147 H -11.161 29.966 -16.302  0.362
148 H -11.884 31.572 -15.886  0.395
149 H -13.379 28.153 -13.946  0.288
150 H -11.568 28.463 -13.973  0.088
151 H -12.494 28.034 -15.421  0.342
152 H -8.743 32.209 -14.649  0.036
153 H -10.041 32.593 -15.485  0.312
154 O -9.659 24.495 -10.867  0.735
155 H -9.046 24.970 -11.429  0.014
156 H -9.876 23.706 -11.363  -0.393
157 O -11.690 27.878 -9.933  -0.744
158 H -12.217 27.285 -10.468  0.276
159 H -10.992 27.326 -9.580  0.347
160 O -10.315 25.621 -8.617  -0.592
161 H -10.026 25.205 -9.430  0.157
162 H -10.998 25.041 -8.280  0.235
163 O -4.142 26.974 -7.395  -0.733
164 H -4.770 26.982 -8.117  0.348
165 H -4.663 26.744 -6.626  0.341

=====

(5)
ORCA calculation (the ωB97M-V functional and the def2-TZVPD basis) on a structure of composition C36H35BF5N7OTeV at a distorted geometry.

LUMO ... -11.32 eV
Net charge ... +3

Each line ends with the Mulliken charge.
Geometry (Å):
1 V -0.050 -0.184 -0.121  -0.383
2 C -2.452 -0.186 4.640  -1.399
3 C -1.233 -0.039 3.800  0.254
4 C 0.090 0.069 4.195  -1.242
5 C 0.852 0.145 3.030  0.054
6 N 0.005 0.127 1.958  1.019
7 N -1.242 0.003 2.460  0.432
8 B -2.451 -0.024 1.490  -0.910
9 N -2.302 1.220 0.572  0.297
10 N -1.146 1.414 -0.144  0.701
11 C -1.200 2.635 -0.733  -0.148
12 C -2.415 3.211 -0.403  -1.286
13 C -3.074 2.312 0.437  0.933
14 C -4.395 2.460 1.104  -1.488
15 C -0.104 3.134 -1.565  0.408
16 C -0.384 3.816 -2.748  -0.663
17 C 0.655 4.290 -3.534  -0.848
18 C 1.973 4.101 -3.137  -0.613
19 C 2.256 3.443 -1.947  -0.557
20 C 1.220 2.962 -1.163  0.082
21 N -2.373 -1.320 0.640  0.301
22 N -1.288 -1.614 -0.179  1.063
23 C -1.500 -2.864 -0.729  -0.008
24 C -2.696 -3.340 -0.226  -1.488
25 C -3.213 -2.364 0.624  0.733
26 C -4.471 -2.422 1.412  -1.445
27 C -0.648 -3.501 -1.729  1.413
28 C 0.652 -3.077 -2.014  0.604
29 C 1.422 -3.736 -2.954  -1.067
30 C 0.903 -4.831 -3.632  -0.601
31 C -0.391 -5.262 -3.365  -0.905
32 C -1.160 -4.605 -2.424  -1.115
33 C 2.317 0.185 3.029  0.894
34 C 3.139 0.240 1.813  1.579
35 C 4.583 0.470 1.937  -0.512
36 C 5.185 0.459 3.150  -0.744
37 C 4.380 0.264 4.289  -0.670
38 C 2.988 0.146 4.230  -1.041
39 H -2.177 -0.171 5.691  0.452
40 H -3.158 0.624 4.460  0.299
41 H -2.955 -1.132 4.437  0.243
42 H 0.425 0.090 5.217  0.581
43 H -3.475 0.015 2.082  0.042
44 H -2.765 4.188 -0.692  0.643
45 H -4.880 3.370 0.760  0.435
46 H -5.047 1.616 0.884  0.314
47 H -4.276 2.526 2.186  0.308
48 H -1.412 3.956 -3.060  0.504
49 H 0.437 4.818 -4.452  0.483
50 H 2.780 4.489 -3.745  0.456
51 H 3.283 3.332 -1.624  0.497
52 H 1.435 2.504 -0.202  0.465
53 H -3.156 -4.290 -0.430  0.640
54 H -5.038 -3.305 1.131  0.421
55 H -4.252 -2.484 2.479  0.246
56 H -5.087 -1.539 1.244  0.324
57 H 1.089 -2.245 -1.486  0.343
58 H 2.434 -3.407 -3.148  0.518
59 H 1.506 -5.352 -4.364  0.474
60 H -0.799 -6.113 -3.892  0.447
61 H -2.167 -4.950 -2.243  0.376
62 H 2.684 0.762 0.977  -0.354
63 H 5.147 0.616 1.025  0.509
64 H 6.252 0.598 3.250  0.500
65 H 4.855 0.228 5.264  0.496
66 H 2.456 0.036 5.162  0.456
67 C -0.615 0.519 -6.434  -1.585
68 C -0.465 0.369 -4.958  0.845
69 C -1.581 0.182 -4.131  -1.195
70 C -1.419 0.031 -2.780  -0.294
71 N -0.203 0.040 -2.190  1.693
72 C 0.878 0.221 -2.973  -0.472
73 C 0.781 0.389 -4.335  -1.434
74 H -1.428 1.205 -6.675  0.418
75 H -0.871 -0.448 -6.875  0.330
76 H 0.301 0.873 -6.900  0.413
77 H -2.578 0.155 -4.550  0.567
78 H -2.276 -0.102 -2.133  0.405
79 H 1.839 0.227 -2.480  0.502
80 H 1.686 0.535 -4.910  0.513
81 F 3.831 -0.989 -0.604  -0.373
82 Te 3.177 -1.822 0.936  1.948
83 F 3.119 -3.349 -0.053  -0.287
84 F 4.981 -2.075 1.257  -0.349
85 F 1.291 -2.164 1.083  -0.598
86 F 3.062 -2.566 2.635  -0.403
87 O 1.510 -0.284 -0.358  -0.396

=====

In the order shown, the computed relative energy (zero: lowest compared OMol25 entry of this formula, charge and spin) values come out to 0.0000 4.2631 4.9849 0.3697 0.5402 eV.